ORCA calculation (ωB97M-V/def2-TZVPD) on a single C3H3O3P molecule at a distorted geometry.

- electronic energy (Ha) = -683.04856
- gap between HOMO and LUMO (spin up / spin down) (eV) = 7.4477 / 7.9180
- ΔE to the lowest compared entry with this formula, charge and spin (kcal per mole) = 96.4

```
! RIJCOSX wB97M-V def2-TZVPD def2/J DEFGRID3
* xyz 0 1
O -1.616 -0.098 -1.502
H 0.386 0.643 -1.879
O 0.444 -0.652 1.274
C -0.178 0.308 1.771
C 0.743 -0.611 -0.178
P -1.543 1.360 -0.671
C -0.207 0.254 -1.054
H 1.771 -0.216 -0.259
O -0.393 0.684 2.858
H 0.594 -1.671 -0.360
*
```

Here are the Mulliken charges for atoms 1 to 4, given in e: number 1, O, carries -0.359; number 2, H, carries 0.369; number 3, O, carries -0.237; number 4, C, carries 0.253